Entry 1:
Computed, not measured: a structure of composition C5H8O in a non-equilibrium geometry, with ωB97M-V/def2-TZVPD.

```
! RIJCOSX wB97M-V def2-TZVPD def2/J DEFGRID3
* xyz 0 1
O -2.481 -0.038 -0.505
C 0.340 1.268 -0.153
C 2.261 -0.680 -0.307
C -0.395 0.256 0.691
C -1.354 -0.694 0.062
C 1.403 0.284 -0.265
H 3.180 -0.552 -0.863
H -0.179 0.200 1.743
H 0.636 2.191 0.342
H -1.679 -1.432 0.807
H -0.913 -1.235 -0.780
H -0.152 1.490 -1.097
H 2.159 -1.641 0.181
H -2.825 0.584 0.145
*
```

Computed properties:
Lowest unoccupied orbital energy in eV: 0.8765
Energy above the lowest of the compared OMol25 structures with the same formula, charge and spin in kcal per mole: 95.4
Max |F| in eV/Å: 3.55

Results of the natural (NBO) charge analysis, in e, for atoms 1 through 5:
1. O -0.722
2. C -0.489
3. C -0.465
4. C -0.275
5. C -0.112

Entry 2:
Computed, not measured: a structure of composition C18H31ClNO2P2V in a non-equilibrium geometry, with ωB97M-V/def2-TZVPD.

```
! RIJCOSX wB97M-V def2-TZVPD def2/J DEFGRID3
* xyz 1 2
V 0.270 -0.057 0.207
Cl -3.223 0.100 3.204
P -0.300 2.156 0.216
P 1.071 -2.527 -0.500
O -4.940 1.623 -3.926
O -2.733 -1.859 -2.303
N 0.854 0.359 -1.852
C -2.051 2.576 0.492
C -0.509 0.356 3.156
C 0.619 3.487 1.037
C -0.550 2.272 5.216
C -1.734 0.769 3.750
C -0.279 -3.598 -1.052
C 0.160 2.682 -1.512
C 0.672 0.995 3.563
C 1.490 -0.559 -2.595
C 1.458 0.890 -4.524
C 0.646 1.954 4.577
C 0.767 1.809 -3.757
C 1.907 -1.883 -1.983
C 2.178 -3.405 0.621
C -0.450 -0.737 2.146
C -1.746 1.675 4.802
C 0.566 1.556 -2.401
C 1.845 -0.301 -3.923
H -2.210 3.659 0.573
H 1.754 -2.683 -2.731
H -2.678 2.164 -0.309
H -2.694 1.893 5.292
H -3.401 -2.267 -1.744
H -4.382 1.642 -4.728
H 1.643 3.472 0.639
H 2.469 -4.371 0.194
H 0.136 -4.440 -1.631
H 0.401 2.738 -4.186
H -0.569 2.976 6.046
H 0.210 -1.568 2.475
H -0.789 -3.980 -0.152
H 0.658 3.302 2.112
H 1.660 -3.564 1.575
H 1.645 0.033 0.755
H -4.815 2.506 -3.572
H -1.419 -1.117 1.776
H 2.984 -1.882 -1.725
H -1.009 -3.020 -1.655
H 3.066 -2.788 0.811
H 2.377 -1.066 -4.479
H 1.706 1.094 -5.557
H -2.373 2.102 1.428
H 1.619 0.706 3.091
H -0.648 3.253 -1.941
H 1.573 2.430 4.899
H -3.125 -1.765 -3.178
H 0.155 4.461 0.823
H 0.324 -1.749 0.488
H 1.027 3.355 -1.392
*
```

Computed properties:
Lowest unoccupied orbital energy (spin up / spin down) in eV: -3.0062 / -2.9449
Energy above the lowest of the compared OMol25 structures with the same formula, charge and spin in kcal per mole: 2.3
Max |F| in eV/Å: 3.27

Results of the natural (NBO) charge analysis, in e, for atoms 1 through 5:
1. V 0.408
2. Cl 0.000
3. P 0.990
4. P 1.303
5. O -0.933

Entry 3:
Computed, not measured: the molecule C19H17N5O2 in a non-equilibrium geometry, with ωB97M-V/def2-TZVPD.

```
! RIJCOSX wB97M-V def2-TZVPD def2/J DEFGRID3
* xyz 0 1
O 0.085 2.349 -4.610
O -0.856 -0.239 1.341
N -1.643 0.819 -4.477
N -0.240 0.383 -2.516
N 0.462 -0.224 -0.483
N -2.235 -0.632 -2.845
N -1.677 -1.049 -1.675
C 2.423 1.518 3.670
C 3.480 3.048 5.197
C -1.366 -2.935 -0.098
C 1.332 0.375 1.665
C -0.485 -0.343 -1.480
C -2.207 -2.118 -0.908
C 4.772 1.275 4.180
C -1.926 -4.025 0.591
C -3.602 -2.411 -0.884
C -1.288 2.100 -6.530
C 1.238 1.027 2.903
C -3.288 -4.326 0.484
C 4.681 2.347 5.033
C 3.627 0.837 3.522
C -4.125 -3.487 -0.233
C -0.859 1.736 -5.118
C 2.361 2.666 4.494
C -1.333 0.203 -3.305
C 0.250 -0.099 0.884
H -3.703 -5.165 1.039
H 5.741 0.748 4.066
H -0.604 2.870 -6.955
H 2.310 0.337 1.206
H 3.389 3.847 5.885
H -1.291 1.251 -7.246
H -2.379 0.419 -5.014
H 5.562 2.713 5.518
H 3.689 -0.065 2.906
H -1.238 -4.664 1.122
H -5.174 -3.696 -0.332
H -0.279 -2.834 -0.072
H 1.388 3.214 4.585
H 0.259 1.207 3.311
H 1.291 0.251 -0.845
H -4.272 -1.719 -1.435
H -2.272 2.488 -6.541
*
```

Computed properties:
Lowest unoccupied orbital energy in eV: -0.3950
Energy above the lowest of the compared OMol25 structures with the same formula, charge and spin in kcal per mole: 47.8
SMILES string: CC(=O)Nc1nc(NC(=O)/C=C/c2ccccc2)n(-c2ccccc2)n1
Max |F| in eV/Å: 4.53

Results of the natural (NBO) charge analysis, in e, for atoms 1 through 5:
1. O -0.576
2. O -0.579
3. N -0.609
4. N -0.496
5. N -0.621

Entry 4:
Computed, not measured: a structure of composition C30H50P4SSn in a non-equilibrium geometry, with ωB97M-V/def2-TZVPD.

```
! RIJCOSX wB97M-V def2-TZVPD def2/J DEFGRID3
* xyz 4 1
Sn -0.585 -0.110 -1.206
S -1.218 -0.364 -3.653
P -1.021 -1.268 2.172
P -2.504 1.708 -0.603
P 0.542 2.068 -2.773
P 2.132 0.401 -0.029
C -3.404 1.525 0.973
C 0.654 -2.280 4.187
C -1.461 -4.145 -5.004
C -1.734 -0.261 3.473
C 1.174 -4.917 -1.034
C 2.067 -4.224 3.872
C 1.389 3.553 -2.103
C 1.560 -4.387 2.577
C -0.142 -4.605 -4.897
C -1.781 -2.845 -4.625
C 0.152 -2.432 2.878
C 2.743 -0.870 1.141
C -2.894 1.472 5.342
C -1.998 3.461 -0.541
C -3.582 0.326 4.930
C -0.779 -1.990 -4.116
C 2.193 1.892 1.046
C -1.614 1.739 4.846
C -0.602 2.859 -3.974
C 0.604 -3.507 2.085
C 3.662 0.611 -1.024
C 1.612 -3.171 4.671
C -0.156 -5.090 -1.095
C -1.028 0.877 3.920
C 0.857 -3.756 -4.411
C -3.002 -0.553 4.015
C -2.281 -2.176 1.280
C -3.839 1.676 -1.849
C 1.790 1.416 -3.944
C 0.547 -2.453 -4.020
H -2.270 -1.909 0.212
H 2.004 -3.042 5.681
H 1.881 -4.120 -4.315
H -2.841 4.040 -0.135
H 2.591 0.885 -3.417
H 1.312 0.724 -4.648
H 2.811 -4.923 4.255
H -2.794 -2.454 -4.703
H -2.245 -4.800 -5.383
H -1.066 2.621 5.183
H -3.525 -1.466 3.724
H 2.049 2.808 0.458
H 0.107 -5.627 -5.187
H -3.273 -1.951 1.691
H 1.397 1.833 1.800
H 2.219 2.262 -4.500
H -4.152 2.328 1.050
H 3.167 1.935 1.552
H 0.285 -1.470 4.820
H -3.918 0.555 1.011
H -1.735 3.854 -1.530
H -4.331 2.659 -1.879
H 1.846 -5.698 -0.661
H -0.020 1.074 3.548
H 3.682 1.562 -1.569
H 0.768 4.024 -1.328
H -1.585 3.059 -3.533
H 1.527 4.267 -2.929
H 2.368 3.305 -1.676
H 1.640 -3.995 -1.401
H 0.214 -3.654 1.075
H -0.736 2.215 -4.852
H 2.199 -0.838 2.093
H -2.089 -3.253 1.375
H -0.646 -5.995 -0.724
H -2.727 1.592 1.835
H 4.527 0.562 -0.347
H 3.731 -0.218 -1.742
H -4.576 0.914 -1.557
H -1.138 3.582 0.132
H -0.800 -4.328 -1.552
H 1.315 -1.783 -3.627
H -3.355 2.156 6.056
H -4.576 0.109 5.324
H -0.302 -0.379 1.263
H -0.156 3.811 -4.294
H 1.910 -5.204 1.943
H 2.608 -1.868 0.703
H -3.453 1.423 -2.845
H 3.813 -0.705 1.330
*
```

Computed properties:
Lowest unoccupied orbital energy (spin up / spin down) in eV: -14.3516 / -14.4025
Energy above the lowest of the compared OMol25 structures with the same formula, charge and spin in kcal per mole: 0.0
Max |F| in eV/Å: 2.32

Results of the Mulliken charge analysis, in e, for atoms 1 through 5:
1. Sn 0.639
2. S -0.278
3. P 2.034
4. P 1.111
5. P 0.733